DFT (wB97M-V/def2-TZVPD) results for a molecular structure, C4H4P2.

Geometry as XYZ:
```
10
Properties=species:S:1:pos:R:3:forces:R:3
C 1.78179 0.43047 -1.20861 1.3 0.3 1.9
C -0.49180 0.18066 0.49062 1.9 0.8 -1.2
C -1.84465 -0.33885 0.80698 -1.9 0.8 1.8
C 1.33733 -0.25809 -0.03591 -4.1 -1.4 1.1
P 2.77936 0.80913 0.10699 -0.9 0.2 -1.4
P -1.57095 1.40501 0.08391 1.3 -0.9 0.1
H 1.52851 0.38731 -2.23637 -0.1 0.3 -0.7
H -2.39254 -1.00910 0.15547 0.3 -0.4 -0.1
H -2.43705 -0.24240 1.82981 1.9 -0.6 -1.7
H 1.31000 -1.36414 0.00712 0.2 0.7 0.2
```
Forces are in eV/Å.

List of Löwdin charges in e, atom by atom:
1. C -0.4104
2. C -0.5192
3. C -0.4679
4. C -0.5870
5. P 0.9616
6. P 0.8303
7. H 0.0415
8. H 0.0180
9. H 0.0683
10. H 0.0647


DFT (wB97M-V/def2-TZVPD) results for 2 unconnected molecules or ions with the total composition C30H38NO.

Geometry as XYZ:
```
70
Properties=species:S:1:pos:R:3:forces:R:3
C -5.05930 3.15106 -0.03189 -0.1 0.2 0.1
C -4.14873 2.10835 -0.60519 0.4 -0.1 0.0
C -3.50991 1.19198 0.22666 -0.1 -0.2 -0.3
C -2.74627 0.13710 -0.29232 -0.1 0.5 -0.2
C -2.37988 -0.96022 0.65795 0.3 -0.2 0.5
C -2.42856 0.10898 -1.66626 -0.6 0.1 0.2
C -1.49171 -0.91325 -2.30110 0.0 0.5 -0.3
C -2.26297 -2.13268 -2.82626 0.2 -0.3 0.2
C -0.23182 -1.36474 -1.48489 0.2 -1.2 0.1
C 0.56195 -0.24369 -0.97937 -0.2 0.1 -0.5
C 1.85530 0.13247 -1.37085 0.7 0.1 -0.1
C 2.10706 1.53877 -1.53957 0.3 0.1 0.8
C 0.95092 2.49089 -1.60993 -0.1 0.5 -0.2
C 3.41100 1.99585 -1.62542 -0.3 0.1 -0.1
C 4.50281 1.11951 -1.64533 -0.3 -0.2 -0.2
C 5.90066 1.65706 -1.65568 0.2 0.0 0.2
C 4.24743 -0.25610 -1.69533 -0.2 -0.2 0.1
C 2.96619 -0.77687 -1.54312 -0.3 0.1 -0.3
C 2.77910 -2.26481 -1.45754 0.2 -0.4 0.1
C -3.12831 0.99842 -2.51507 0.4 0.1 0.2
C -3.04871 0.92907 -4.01533 0.0 0.2 -0.4
C -3.94731 1.98839 -1.97943 -0.2 -0.1 0.3
H -5.44239 3.80028 -0.82338 0.0 0.0 0.2
H -5.91456 2.69181 0.48094 0.2 0.1 -0.1
H -4.53671 3.77451 0.70251 -0.1 -0.1 -0.1
H -3.65463 1.25543 1.30972 -0.1 -0.1 -0.3
H -2.62761 -1.95629 0.26540 0.1 0.3 0.1
H -1.31800 -0.94183 0.92230 -0.1 -0.2 0.0
H -2.93377 -0.83208 1.59827 0.0 -0.1 -0.3
H -1.05983 -0.41289 -3.18309 -0.2 -0.1 0.1
H -3.10816 -1.82572 -3.45167 0.2 -0.1 0.2
H -1.60029 -2.76372 -3.43162 -0.2 0.0 0.1
H -2.65875 -2.73850 -1.99961 0.1 0.1 -0.2
H -0.52684 -2.00049 -0.63998 0.0 0.1 -0.1
H 0.38487 -1.99367 -2.14192 -0.3 0.2 0.1
H -0.02107 0.48197 -0.41117 0.1 0.0 -0.2
H 1.30337 3.51246 -1.79091 -0.1 -0.2 0.1
H 0.26476 2.23497 -2.43124 0.2 0.0 0.3
H 0.36009 2.50499 -0.68467 0.1 0.0 -0.1
H 3.59678 3.07023 -1.67496 -0.1 -0.3 0.0
H 6.62596 0.90693 -1.31931 -0.2 0.1 -0.2
H 6.18574 1.98506 -2.66483 -0.1 -0.1 0.2
H 5.98249 2.52587 -0.98927 0.0 -0.2 -0.2
H 5.08997 -0.94527 -1.79821 -0.3 0.2 0.1
H 3.70756 -2.74979 -1.11270 -0.4 0.2 -0.1
H 1.96706 -2.52845 -0.76588 0.3 0.0 -0.2
H 2.55179 -2.69242 -2.44935 0.0 0.2 0.3
H -3.79548 1.61958 -4.42810 0.3 -0.2 0.0
H -2.06643 1.24108 -4.40155 -0.2 -0.2 0.0
H -3.28381 -0.06856 -4.40835 0.2 0.3 0.1
H -4.46200 2.67465 -2.65587 0.1 -0.2 0.2
C 3.23520 -0.78227 1.60587 0.2 0.4 -0.1
C 1.84436 -0.90767 2.18518 -0.1 0.4 1.1
C 1.75128 -0.53259 3.52676 1.3 -0.4 -0.3
N 0.71687 -0.96696 4.35239 -1.2 0.3 0.9
C -0.59363 -0.96329 3.92690 0.7 -0.1 0.5
C -1.61944 -1.19026 4.82455 0.2 -0.3 0.1
C -1.34006 -1.54758 6.14440 0.2 0.1 -0.3
C -0.00254 -1.64318 6.53914 0.0 0.1 0.0
C 1.00437 -1.31342 5.65864 -0.4 0.1 -0.9
O 0.86373 -1.32787 1.52675 -0.1 -0.2 -1.2
H 3.98257 -0.67562 2.40084 -0.2 -0.1 -0.2
H 3.48223 -1.65891 0.99837 -0.1 0.2 0.2
H 3.30130 0.11901 0.98314 0.0 -0.2 0.0
H 2.64865 -0.19149 4.04148 -0.4 -0.3 0.1
H -0.74262 -0.77405 2.87183 0.1 0.2 0.3
H -2.63793 -1.08186 4.45992 0.2 -0.2 0.1
H -2.14364 -1.74363 6.84731 0.2 0.0 -0.1
H 0.27387 -1.96178 7.54268 -0.1 0.2 -0.2
H 2.06637 -1.32231 5.89760 -0.4 0.0 0.0
```
Forces are in eV/Å.

Computed properties:
- Charge: +1

List of Löwdin charges in e, atom by atom:
1. C -0.0492
2. C -0.2655
3. C -0.0068
4. C -0.2048
5. C -0.0373
6. C -0.1241
7. C -0.2799
8. C -0.0319
9. C -0.1265
10. C 0.0984
11. C -0.1163
12. C -0.1702
13. C -0.0173
14. C 0.0147
15. C -0.2197
16. C -0.0248
17. C 0.0059
18. C -0.1805
19. C -0.0376
20. C -0.2109
21. C -0.0410
22. C -0.0061
23. H 0.0776
24. H 0.0888
25. H 0.0850
26. H 0.1219
27. H 0.0961
28. H 0.0386
29. H 0.0805
30. H 0.1324
31. H 0.0762
32. H 0.0900
33. H 0.0877
34. H 0.1249
35. H 0.1157
36. H 0.1268
37. H 0.0918
38. H 0.0977
39. H 0.0991
40. H 0.1332
41. H 0.0892
42. H 0.1033
43. H 0.0945
44. H 0.1351
45. H 0.0955
46. H 0.0802
47. H 0.1055
48. H 0.0832
49. H 0.0877
50. H 0.0747
51. H 0.1193
52. C -0.0100
53. C -0.4720
54. C -0.0716
55. N -0.0364
56. C 0.0126
57. C -0.0270
58. C -0.0417
59. C -0.0363
60. C -0.0022
61. O -0.0553
62. H 0.0840
63. H 0.0780
64. H 0.0784
65. H 0.1084
66. H 0.0997
67. H 0.1155
68. H 0.1160
69. H 0.1204
70. H 0.1385


DFT (wB97M-V/def2-TZVPD) results for a gas-phase ion, CH11N2Si2 (charge +1).

Geometry as XYZ:
```
16
Properties=species:S:1:pos:R:3:forces:R:3
C -0.01918 -0.00401 -0.14635 0.1 -0.5 -1.2
N -0.19378 0.38379 -1.55031 -4.8 -1.3 0.0
N 0.04023 -1.57997 -0.39920 2.6 1.0 3.2
Si -1.56604 0.44491 0.91388 0.5 1.5 1.9
Si 1.82009 0.58052 0.51388 -1.7 -0.5 -1.0
H -1.18163 0.76216 -1.90227 2.4 -1.4 1.4
H 0.35649 1.11589 -1.72193 3.0 3.5 -1.3
H -0.76570 -1.84289 -0.83923 -2.8 -1.1 -1.5
H 0.24050 -2.18005 0.42587 -0.4 0.5 -0.5
H 0.80241 -1.68437 -1.03909 0.5 -0.2 -0.8
H -2.82531 -0.10617 0.44321 -0.1 -0.5 -0.4
H -1.19250 0.19823 2.31785 -0.1 -1.0 0.1
H -1.82896 1.89240 1.28626 0.4 -0.3 -1.2
H 1.38912 1.92774 0.76200 0.3 0.7 0.6
H 2.80994 0.51559 -0.57527 -0.2 -0.1 -0.1
H 2.11433 -0.42378 1.51072 0.2 0.0 0.7
```
Forces are in eV/Å.

Computed properties:
- Charge: +1
- SMILES string: NC([NH3+])([SiH3])[SiH3]

List of Löwdin charges in e, atom by atom:
1. C -0.7422
2. N -0.0195
3. N 0.1572
4. Si 0.6655
5. Si 0.7551
6. H 0.1536
7. H -0.0084
8. H 0.0959
9. H 0.1709
10. H 0.1306
11. H -0.0660
12. H -0.0723
13. H -0.0473
14. H -0.0536
15. H -0.0551
16. H -0.0645


DFT (wB97M-V/def2-TZVPD) results for 2 unconnected molecules or ions with the total composition C3H10N2O2P.

Geometry as XYZ:
```
18
Properties=species:S:1:pos:R:3:forces:R:3
C -3.06067 1.08393 0.60143 -2.3 0.5 -0.1
C 2.69453 -0.03403 -0.89132 -1.4 0.3 -3.9
C 2.20922 -1.41965 0.84951 0.7 0.0 1.2
N -2.36722 0.07717 -0.12155 1.7 2.6 -1.2
N 3.04729 -0.63351 0.30424 0.0 -1.0 1.8
O -0.22313 1.32683 -1.16803 -0.2 0.7 0.5
O -0.28749 -1.19719 -0.78716 0.1 -0.9 0.1
P -0.64965 0.17383 -0.33529 -1.4 -0.3 -1.6
H -3.99138 1.41580 0.05249 0.6 -0.3 0.2
H -3.55240 0.70859 1.58926 1.5 1.0 -1.0
H -2.45072 2.01160 0.54142 -0.3 -0.5 1.1
H 1.96151 -0.55678 -1.56226 0.4 -0.4 0.9
H 2.12964 0.89136 -0.87354 0.4 0.6 0.8
H 3.54594 0.08920 -1.54994 0.6 0.4 0.1
H -0.29357 0.29803 0.97924 0.7 0.5 1.1
H 1.16610 -1.58507 0.39790 1.3 -0.2 0.8
H 2.65427 -1.82508 1.85218 -1.5 0.2 -1.6
H -2.53226 -0.82503 0.12141 -1.0 -3.1 0.8
```
Forces are in eV/Å.

Computed properties:
- Charge: -1

List of Löwdin charges in e, atom by atom:
1. C -0.2406
2. C -0.2408
3. C -0.1046
4. N -0.2260
5. N -0.1192
6. O -0.4058
7. O -0.4344
8. P 0.2421
9. H 0.0526
10. H 0.0842
11. H 0.0670
12. H 0.0763
13. H 0.0539
14. H 0.0543
15. H 0.0141
16. H 0.0458
17. H 0.0712
18. H 0.0101


What LUMO values result from the calculations? In sequence: -0.5, -4.6, -3.5, 4.0 eV.
What strongest force on any atom values result from the calculations? In sequence: 4.5, 1.5, 4.9, 4.1 eV/Å.
What E values result from the calculations? In sequence: -22783.9051, -35256.6995, -19941.7193, -19638.8310 eV.